No. 1
{"formula": "C3H6ClPS2", "method": "ωB97M-V with the def2-TZVPD basis set", "species": ["C", "S", "C", "P", "Cl", "S", "C", "H", "H", "H", "H", "H", "H"], "xyz": [[-0.99830, 1.64671, 0.78392], [-0.25337, 1.32013, -0.88085], [1.10483, 0.32205, -0.37926], [2.58923, 1.15981, -0.11848], [3.71943, -0.41667, 0.27259], [0.88504, -1.37281, -0.01413], [-0.68515, -1.91126, -0.65982], [-0.84021, 2.76955, 0.95649], [-0.52243, 1.02870, 1.50813], [-2.09344, 1.50470, 0.75690], [-1.34793, -1.04873, -0.59810], [-0.94789, -2.79603, 0.01524], [-0.60980, -2.20615, -1.64263]], "nbo_charge": [-0.732, 0.241, -0.849, 0.683, -0.286, 0.319, -0.753, 0.229, 0.233, 0.223, 0.235, 0.239, 0.217], "orbital_gap_ev": 7.903, "spin_multiplicity": 1, "lumo_energy_ev": -0.177, "total_energy_ha": -1715.8023, "total_charge": 0, "relative_energy_ev": 1.535, "smiles": "CSC(=PCl)SC"}


No. 2
{"formula": "C3H6DyMgO4S", "method": "ωB97M-V with the def2-TZVPD basis set", "species": ["Mg", "S", "O", "O", "O", "C", "C", "O", "C", "Dy", "H", "H", "H", "H", "H", "H"], "xyz": [[0.57025, 1.64288, 0.63619], [3.12484, 0.74701, -0.52063], [3.06192, -0.75727, 0.16811], [2.51839, 1.81037, 0.54021], [-0.35438, 1.46668, -1.04377], [-1.34777, 0.52908, -1.23894], [-1.52413, -0.62757, -0.25732], [-0.31009, -1.06158, 0.35654], [0.07520, -0.24892, 1.56610], [1.61430, -1.48284, -0.70439], [-1.12319, 0.05819, -2.22243], [-2.33534, 1.03596, -1.26623], [-1.89183, -1.51043, -0.80188], [-2.23323, -0.36516, 0.54206], [0.91454, -0.84134, 1.97608], [-0.75948, -0.39505, 2.27028]], "lowdin_spin": [-0.001, -0.019, -0.019, -0.002, -0.001, -0.001, -0.001, -0.021, -0.002, 5.067, 0.000, 0.000, 0.000, 0.000, -0.001, 0.000], "orbital_gap_ev": [6.657, 6.570], "spin_multiplicity": 6, "lumo_energy_ev": [-5.563, -5.661], "total_energy_ha": -1901.9204, "total_charge": 1, "s_squared": 9.39}